# 1
{"formula": "C32H59ClN6O5S", "method": "the ωB97M-V functional and the def2-TZVPD basis", "species": ["Cl", "S", "O", "O", "O", "O", "O", "N", "N", "N", "N", "N", "N", "C", "C", "C", "C", "C", "C", "C", "C", "C", "C", "C", "C", "C", "C", "C", "C", "C", "C", "C", "C", "C", "C", "C", "C", "C", "C", "C", "C", "C", "C", "C", "C", "H", "H", "H", "H", "H", "H", "H", "H", "H", "H", "H", "H", "H", "H", "H", "H", "H", "H", "H", "H", "H", "H", "H", "H", "H", "H", "H", "H", "H", "H", "H", "H", "H", "H", "H", "H", "H", "H", "H", "H", "H", "H", "H", "H", "H", "H", "H", "H", "H", "H", "H", "H", "H", "H", "H", "H", "H", "H", "H"], "positions_angstrom": [[1.53, 1.78, -1.82], [0.29, 3.10, -4.62], [0.79, 4.24, -3.94], [1.56, 2.21, -4.96], [-0.48, 3.22, -5.82], [-5.87, -1.01, -6.47], [-1.92, 2.80, -3.42], [3.77, -4.16, 4.60], [-0.08, -3.40, -0.56], [-4.98, 1.18, -4.70], [-2.10, 1.76, 2.08], [4.94, -8.27, 5.14], [-1.50, 7.71, 4.61], [-5.84, 0.06, -4.37], [-0.86, 5.06, 1.07], [7.90, -7.92, 2.86], [-4.07, -1.67, -4.98], [1.03, -3.13, -0.64], [-1.48, 2.57, 2.60], [1.38, -4.41, 5.62], [2.72, -4.28, 5.05], [-1.83, 9.95, 3.31], [-3.12, 9.92, 2.48], [-5.53, -1.23, -5.11], [0.49, 0.05, -4.56], [-3.02, 2.53, -4.27], [3.35, -3.87, -0.11], [1.28, 0.91, -5.53], [-0.69, 3.66, 3.18], [3.04, -4.12, 1.36], [-1.06, 1.19, -1.11], [-0.73, 2.05, -3.50], [-3.93, 1.45, -3.73], [5.49, -7.42, 4.62], [6.87, -6.82, 2.64], [6.21, -6.34, 3.94], [-0.85, 0.68, -4.17], [-0.23, 2.08, -2.04], [1.58, -6.90, 6.09], [-1.08, 5.02, 2.57], [-0.58, -0.25, -0.92], [-1.63, 8.71, 4.06], [1.28, -5.53, 6.67], [-3.12, 8.80, 1.45], [2.45, -2.78, -0.71], [0.75, 1.06, -6.47], [8.37, -8.21, 1.92], [-4.03, 8.82, 0.85], [0.90, -7.14, 5.27], [1.11, -3.44, 6.05], [2.26, 0.49, -5.74], [-6.16, -2.02, -4.69], [7.34, -5.95, 2.17], [0.29, -0.90, -5.07], [-0.37, 3.12, -1.74], [-4.39, 1.80, -2.80], [0.18, 4.86, 0.81], [-3.34, 0.55, -3.47], [1.96, -5.30, 7.49], [-0.26, -0.72, -1.84], [2.70, -2.59, -1.76], [-1.48, 4.33, 0.55], [-6.88, 0.32, -4.59], [-3.41, -0.97, -5.48], [-3.57, 3.47, -4.32], [-5.76, -1.82, -6.96], [8.69, -7.58, 3.54], [0.36, 3.45, 2.98], [3.16, -3.22, 1.95], [-1.09, 1.67, -0.14], [-2.09, 1.20, -1.48], [0.68, -4.60, 4.80], [3.22, -4.79, -0.69], [1.46, -7.67, 6.86], [-1.84, 10.78, 4.02], [6.96, -5.95, 4.63], [0.27, -5.50, 7.08], [-2.69, 2.32, -5.29], [7.43, -8.80, 3.30], [-3.22, 10.89, 1.98], [-3.97, 9.81, 3.15], [5.49, -5.54, 3.75], [2.02, -4.48, 1.48], [-0.96, 10.09, 2.66], [-5.78, -0.14, -3.29], [2.59, -1.84, -0.18], [-2.12, 5.23, 2.81], [-3.05, 7.82, 1.93], [0.23, -0.29, -0.20], [6.09, -7.16, 1.96], [-1.11, 6.05, 0.67], [-0.49, 5.79, 3.07], [1.09, -0.17, -3.68], [2.60, -6.97, 5.72], [-3.93, -2.65, -5.44], [-1.46, 0.78, -5.07], [-4.55, 1.02, -5.61], [-3.78, -1.76, -3.93], [4.38, -3.56, -0.24], [-1.39, 0.01, -3.50], [3.71, -4.88, 1.77], [-2.27, 8.89, 0.76], [-1.39, -0.86, -0.51], [-0.83, 3.66, 4.26]], "mulliken_charge": [-0.19, 1.48, -0.71, -0.36, -0.69, -0.57, -0.32, -0.52, -0.54, -0.32, -0.48, -0.50, -0.46, -0.96, -1.04, -1.28, -1.24, 0.33, 0.25, -0.48, 0.32, -0.45, -0.44, 0.26, -0.70, -0.84, -0.72, -0.67, -0.65, -0.94, 0.14, 0.48, 0.05, 0.30, -0.44, 0.02, -1.18, 0.21, -0.87, -0.16, -1.36, 0.29, -0.41, -0.97, -0.25, 0.30, 0.36, 0.36, 0.29, 0.32, 0.43, 0.35, 0.36, 0.50, 0.55, 0.31, 0.33, 0.08, 0.29, 0.14, 0.36, 0.20, 0.35, 0.28, 0.43, 0.32, 0.30, 0.33, 0.33, -0.24, 0.20, 0.28, 0.33, 0.33, 0.31, 0.34, 0.30, 0.26, 0.35, 0.30, 0.31, -0.08, 0.35, 0.27, 0.42, 0.28, 0.25, 0.18, 0.42, 0.28, 0.32, 0.26, 0.11, 0.11, 0.49, 0.51, 0.33, 0.28, 0.35, 0.23, 0.16, 0.30, 0.36, 0.35], "smiles": "CC[C@@H](Cl)[C@]1(OCCNC[C@H](C)O)CCCOS1(=O)=O.CCCC#N.CCCC#N.CCCC#N.CCCC#N.CCCC#N", "orbital_gap_ev": 9.32}

=====

# 2
{"formula": "C32H60N2OP3V", "method": "the ωB97M-V functional and the def2-TZVPD basis", "species": ["V", "P", "P", "P", "O", "N", "N", "C", "C", "C", "C", "C", "C", "C", "C", "C", "C", "C", "C", "C", "C", "C", "C", "C", "C", "C", "C", "C", "C", "C", "C", "C", "C", "C", "C", "C", "C", "C", "C", "H", "H", "H", "H", "H", "H", "H", "H", "H", "H", "H", "H", "H", "H", "H", "H", "H", "H", "H", "H", "H", "H", "H", "H", "H", "H", "H", "H", "H", "H", "H", "H", "H", "H", "H", "H", "H", "H", "H", "H", "H", "H", "H", "H", "H", "H", "H", "H", "H", "H", "H", "H", "H", "H", "H", "H", "H", "H", "H", "H"], "positions_angstrom": [[0.20, 0.13, 0.28], [-0.26, 0.60, 2.92], [-2.29, 0.33, -0.76], [2.68, 0.34, 0.47], [-0.99, -2.59, 0.86], [0.50, 2.04, -0.50], [0.73, -0.51, -1.55], [-0.51, -1.52, 0.68], [0.35, -2.74, -3.96], [-2.84, 0.30, -2.65], [1.77, 3.86, -1.35], [4.93, 1.67, 1.67], [-0.59, 4.11, -1.00], [-4.58, -1.31, -0.29], [3.40, 0.29, 3.14], [3.48, 1.25, 1.93], [0.13, -0.58, -5.22], [-3.68, -0.18, 1.69], [0.63, 4.67, -1.34], [-3.97, 0.01, 0.21], [2.65, 2.52, 2.17], [3.67, -1.19, -0.04], [-1.90, 2.03, -0.59], [3.96, -1.07, -1.53], [-1.17, -0.75, 3.78], [-1.42, 2.05, 2.89], [2.77, -2.42, 0.21], [-2.64, -1.16, -3.06], [-1.91, 1.24, -3.42], [-4.96, 1.18, 0.11], [0.62, 1.15, 4.47], [2.31, -1.27, -4.34], [0.82, -1.28, -4.06], [2.87, 1.64, -0.84], [-4.26, 0.78, -2.95], [0.50, -0.57, -2.71], [5.00, -1.39, 0.69], [1.68, 2.55, -0.89], [-0.67, 2.74, -0.68], [4.63, -0.24, -1.77], [5.09, 2.08, 0.67], [-1.83, 2.20, 1.88], [-2.09, -0.37, 4.23], [3.34, -3.32, -0.07], [0.45, 0.47, -5.28], [-1.53, 4.67, -1.03], [-5.32, 1.38, -0.89], [-0.52, -1.16, 4.57], [-5.45, -1.55, 0.34], [5.19, 2.46, 2.39], [-4.41, 0.72, -4.04], [2.51, -1.61, -5.36], [3.02, -0.95, -2.07], [3.48, 0.87, 4.07], [-0.85, 0.99, -3.28], [1.57, 2.31, 2.24], [-4.61, -0.46, 2.21], [2.79, 3.26, 1.38], [-4.93, -1.29, -1.32], [-1.41, -1.58, 3.10], [2.74, 4.24, -1.66], [-2.95, -0.97, 1.87], [0.69, 5.72, -1.62], [2.84, -1.96, -3.68], [-2.05, 2.28, -3.11], [-1.58, -1.43, -2.92], [-3.24, -1.86, -2.46], [5.46, -2.31, 0.29], [-4.39, 1.83, -2.67], [0.59, -3.26, -4.89], [-5.04, 0.17, -2.49], [4.22, -0.43, 3.14], [-4.52, 2.11, 0.51], [5.70, -0.57, 0.50], [-2.78, 2.70, -0.60], [4.87, -1.54, 1.77], [4.44, -2.00, -1.88], [-2.91, -1.30, -4.12], [2.46, -0.28, 3.16], [2.72, -0.25, -4.25], [0.88, -3.25, -3.14], [5.64, 0.85, 1.83], [-0.86, 2.95, 3.15], [1.21, 2.06, 4.31], [-3.33, 0.74, 2.17], [3.01, 1.16, -1.82], [0.43, -1.08, -6.16], [-0.73, -2.83, -3.80], [-2.23, 1.91, 3.62], [3.78, 2.23, -0.68], [-3.85, -2.13, -0.18], [-2.14, 1.17, -4.50], [2.48, -2.51, 1.26], [1.28, 0.36, 4.83], [-0.12, 1.36, 5.25], [-5.83, 0.94, 0.73], [-0.97, -0.62, -5.15], [2.96, 2.99, 3.12], [1.86, -2.39, -0.40]], "lowdin_spin": [2.43, 0.02, 0.00, 0.01, 0.15, 0.01, 0.00, 0.17, 0.00, 0.00, 0.01, 0.00, 0.00, 0.00, 0.00, 0.00, 0.00, 0.00, 0.01, 0.00, 0.00, 0.00, 0.04, 0.00, 0.00, 0.01, 0.01, 0.00, 0.00, 0.00, 0.00, 0.00, 0.01, 0.00, 0.00, 0.07, 0.00, 0.00, 0.01, 0.00, 0.00, 0.00, 0.00, 0.00, 0.00, 0.00, 0.00, 0.00, 0.00, 0.00, 0.00, 0.00, 0.00, 0.00, 0.00, 0.00, 0.00, 0.00, 0.00, 0.00, 0.00, 0.00, 0.00, 0.00, 0.00, 0.00, 0.00, 0.00, 0.00, 0.00, 0.00, 0.00, 0.00, 0.00, 0.00, 0.00, 0.00, 0.00, 0.00, 0.00, 0.00, 0.00, 0.00, 0.00, 0.00, 0.00, 0.00, 0.00, 0.00, 0.00, 0.00, 0.00, 0.00, 0.00, 0.00, 0.00, 0.00, 0.00, 0.00], "de_lowest_kj_mol": 0.0, "orbital_gap_ev": [6.49, 5.68], "s2": 3.77, "charge": 1, "spin_multiplicity": 4}

=====

# 3
{"formula": "C32H62AsBN13O2Si3V", "method": "the ωB97M-V functional and the def2-TZVPD basis", "species": ["As", "V", "Si", "Si", "Si", "O", "O", "N", "N", "N", "N", "N", "N", "N", "N", "N", "N", "N", "N", "N", "C", "C", "C", "C", "C", "C", "C", "C", "C", "C", "C", "C", "C", "C", "C", "C", "C", "C", "C", "C", "C", "C", "C", "C", "C", "C", "C", "C", "C", "C", "C", "C", "B", "H", "H", "H", "H", "H", "H", "H", "H", "H", "H", "H", "H", "H", "H", "H", "H", "H", "H", "H", "H", "H", "H", "H", "H", "H", "H", "H", "H", "H", "H", "H", "H", "H", "H", "H", "H", "H", "H", "H", "H", "H", "H", "H", "H", "H", "H", "H", "H", "H", "H", "H", "H", "H", "H", "H", "H", "H", "H", "H", "H", "H", "H"], "positions_angstrom": [[-0.67, -2.46, -0.68], [-0.35, -0.04, -0.05], [1.33, -3.72, -1.35], [-1.21, -3.44, 1.47], [-2.23, -3.29, -2.42], [2.08, 0.28, 3.28], [1.45, 1.70, 1.67], [5.57, -1.34, 2.79], [-2.72, 0.12, -0.35], [-0.49, 0.94, -1.74], [-2.44, 5.04, -1.39], [-2.60, 3.91, -0.49], [3.89, -2.44, 3.98], [1.76, -0.01, -0.20], [-3.17, 1.39, -0.50], [-1.13, 0.95, 1.39], [-1.34, 2.23, 0.93], [-1.21, 2.09, -1.74], [5.87, -3.51, 3.50], [1.41, 3.58, -0.88], [1.02, 6.86, -1.42], [-2.81, -2.75, 2.14], [-1.32, -2.99, -4.03], [5.10, -2.41, 3.45], [1.80, -3.13, -3.07], [-0.59, 1.67, -3.84], [-1.31, 2.51, -3.02], [-1.07, 0.98, 2.71], [4.08, 0.26, 0.64], [-4.02, 5.56, 0.22], [5.19, 0.07, 3.03], [-4.97, 0.13, -0.28], [0.07, 5.82, -0.78], [-3.80, -0.64, -0.21], [-1.07, 5.65, -1.79], [2.01, 0.68, 2.10], [-0.36, 6.30, 0.62], [-3.90, -2.49, -2.60], [-1.25, -5.29, 1.40], [2.65, -0.19, 0.99], [-3.33, 6.09, -0.83], [-2.52, -5.08, -2.02], [-0.09, 0.70, -2.99], [-3.60, 4.27, 0.42], [0.20, -2.87, 2.57], [-1.27, 2.29, 3.16], [2.81, -3.39, -0.25], [4.94, 0.87, 1.74], [1.13, -5.58, -1.31], [-1.42, 3.03, 2.02], [0.83, 4.56, -0.75], [-4.52, 1.41, -0.47], [-2.06, 2.46, -0.48], [4.51, 1.82, 2.03], [-4.31, -2.96, -3.50], [2.60, -3.50, 0.81], [-3.36, 7.04, -1.33], [2.89, -3.08, -3.13], [-1.91, 3.35, -3.30], [0.36, 5.97, 1.37], [-3.92, 3.56, 1.17], [4.62, -0.56, 0.15], [-2.84, -1.66, 2.13], [0.17, -5.98, -1.60], [-1.37, 6.63, -2.15], [-3.87, -1.42, -2.77], [0.52, -0.16, -3.21], [-2.07, -5.68, 0.80], [-0.85, 0.09, 3.28], [-1.58, 4.09, 1.92], [1.11, -3.45, 2.38], [-0.59, -3.77, -4.25], [1.80, 1.01, -0.36], [6.48, -1.47, 2.38], [-1.39, -5.66, 2.43], [0.52, 7.82, -1.49], [1.35, 6.54, -2.41], [-2.87, -5.58, -2.93], [6.01, 0.54, 3.57], [-4.58, -2.70, -1.78], [-5.99, -0.21, -0.22], [2.17, -0.44, -1.03], [1.40, -5.97, -0.33], [4.32, 0.11, 3.68], [3.63, -3.22, 4.57], [-2.06, -2.99, -4.83], [3.28, -2.43, -0.43], [-1.26, 2.64, 4.18], [-0.32, -5.71, 1.03], [-1.65, -5.61, -1.65], [-3.69, -1.69, -0.05], [-0.47, 1.75, -4.91], [-1.34, 5.94, 0.91], [-0.71, 5.07, -2.64], [1.87, -5.96, -2.02], [-3.69, -3.13, 1.62], [3.19, -1.71, 3.78], [2.61, -1.23, 1.30], [-0.07, -3.03, 3.62], [5.56, -4.32, 4.01], [-2.85, 4.76, -2.28], [6.86, -3.45, 3.33], [-5.08, 2.33, -0.59], [-4.77, 6.08, 0.80], [1.90, 6.98, -0.79], [3.54, -4.16, -0.52], [-3.31, -5.17, -1.28], [5.91, 1.10, 1.29], [-2.88, -3.08, 3.18], [-0.39, 7.38, 0.64], [-0.82, -2.03, -4.05], [3.97, 1.04, -0.12], [0.46, -1.81, 2.46], [1.47, -3.84, -3.83], [1.41, -2.16, -3.34]], "lowdin_spin": [-0.02, 1.96, 0.00, 0.00, 0.00, 0.00, 0.00, 0.00, -0.01, -0.01, 0.04, 0.14, 0.00, -0.01, 0.00, -0.01, 0.01, 0.01, 0.00, 0.00, 0.00, 0.00, 0.00, 0.00, 0.00, 0.00, 0.02, 0.01, 0.00, 0.05, 0.00, 0.00, 0.00, 0.00, 0.02, 0.00, 0.00, 0.00, 0.00, 0.00, 0.33, 0.00, 0.02, 0.33, 0.00, 0.00, 0.00, 0.00, 0.00, 0.02, 0.00, 0.01, 0.01, 0.00, 0.00, 0.00, 0.02, 0.00, 0.00, 0.00, 0.01, 0.00, 0.00, 0.00, 0.00, 0.00, 0.00, 0.00, 0.00, 0.00, 0.00, 0.00, 0.00, 0.00, 0.00, 0.00, 0.00, 0.00, 0.00, 0.00, 0.00, 0.00, 0.00, 0.00, 0.00, 0.00, 0.00, 0.00, 0.00, 0.00, 0.00, 0.00, 0.00, 0.00, 0.00, 0.00, 0.00, 0.00, 0.00, 0.00, 0.02, 0.00, 0.00, 0.00, 0.00, 0.00, 0.00, 0.00, 0.00, 0.00, 0.00, 0.00, 0.00, 0.00, 0.00], "de_lowest_kj_mol": 457.9, "orbital_gap_ev": [6.84, 8.00], "s2": 3.79, "charge": 3, "spin_multiplicity": 4}

=====

# 4
{"formula": "C32H62ClSi4", "method": "the ωB97M-V functional and the def2-TZVPD basis", "species": ["Cl", "Si", "Si", "Si", "Si", "C", "C", "C", "C", "C", "C", "C", "C", "C", "C", "C", "C", "C", "C", "C", "C", "C", "C", "C", "C", "C", "C", "C", "C", "C", "C", "C", "C", "C", "C", "C", "C", "H", "H", "H", "H", "H", "H", "H", "H", "H", "H", "H", "H", "H", "H", "H", "H", "H", "H", "H", "H", "H", "H", "H", "H", "H", "H", "H", "H", "H", "H", "H", "H", "H", "H", "H", "H", "H", "H", "H", "H", "H", "H", "H", "H", "H", "H", "H", "H", "H", "H", "H", "H", "H", "H", "H", "H", "H", "H", "H", "H", "H", "H"], "positions_angstrom": [[-4.15, -7.14, 1.61], [-0.04, 1.19, -1.12], [3.13, 0.58, -1.51], [-2.21, -0.66, -2.64], [-1.03, 3.26, 1.07], [1.89, 6.36, 1.19], [4.74, 1.55, -1.46], [-1.58, -6.48, 2.09], [-3.25, -5.36, 3.43], [1.10, -2.41, 5.60], [2.24, -3.07, 4.90], [-3.32, 0.13, -3.93], [-2.44, 4.45, 1.43], [-0.55, 0.23, -2.66], [-3.20, -1.79, -0.12], [-4.94, -3.36, 0.84], [3.39, 0.80, -5.48], [-0.99, 1.90, 2.37], [3.11, -0.70, -0.14], [1.75, 1.79, -1.17], [1.79, 7.86, 1.42], [-1.87, -2.45, -3.10], [-2.92, -6.28, 2.44], [0.10, -4.02, 4.31], [-4.68, -2.02, 0.18], [-0.08, -2.97, 5.24], [-1.26, 2.55, -0.66], [3.88, -0.03, -4.28], [4.48, 1.12, -6.48], [-0.91, -4.80, 3.70], [2.80, -0.20, -3.21], [0.54, 5.66, 1.30], [-0.60, -5.76, 2.71], [1.58, -4.17, 4.05], [-2.27, -4.63, 4.05], [0.62, 4.17, 1.01], [-2.94, -0.49, -0.90], [-0.21, 1.19, 2.15], [1.92, -5.17, 4.34], [1.31, 3.67, 1.68], [-3.85, 0.12, -0.96], [4.09, 1.68, -7.34], [3.87, -1.46, -0.29], [-2.28, 2.21, -0.77], [3.28, -0.22, 0.82], [2.60, 5.91, 1.90], [0.18, -0.57, -2.81], [2.95, -3.48, 5.63], [1.19, -1.59, 6.30], [-0.18, 6.12, 0.61], [1.00, 4.02, 0.00], [5.27, 1.72, -6.03], [5.60, 0.90, -1.64], [-2.22, 0.13, -0.37], [-1.12, 3.37, -1.36], [-4.30, -0.33, -3.92], [-4.28, -5.24, 3.70], [-6.00, -3.51, 1.07], [-2.29, 4.94, 2.39], [1.80, -4.06, 2.98], [-1.34, -7.20, 1.33], [2.78, -2.35, 4.28], [-1.94, 1.38, 2.41], [2.57, -1.25, -3.02], [-2.79, -3.03, -3.09], [-1.04, -2.64, 5.60], [-2.80, -2.64, -0.68], [1.88, 0.27, -3.55], [4.94, 0.21, -6.87], [-1.43, -2.49, -4.09], [2.13, -1.18, -0.11], [2.56, 0.26, -5.97], [1.37, 8.08, 2.41], [1.99, 2.20, -0.19], [-2.54, -3.93, 4.81], [-0.51, 0.89, -3.52], [-5.05, -1.20, 0.82], [4.24, -1.01, -4.64], [-1.17, -2.89, -2.40], [1.82, 2.59, -1.90], [-0.06, 0.21, -0.03], [-3.39, 3.91, 1.47], [-2.50, 5.20, 0.66], [2.32, 6.16, 0.20], [-2.88, 0.01, -4.92], [4.77, 0.44, -3.85], [0.11, 5.81, 2.30], [-5.27, -1.94, -0.74], [1.13, 8.33, 0.69], [-4.39, -3.46, 1.78], [-0.80, 2.34, 3.35], [-2.64, -1.79, 0.82], [2.94, 1.73, -5.11], [-4.63, -4.19, 0.20], [4.73, 2.33, -2.22], [-3.42, 1.20, -3.73], [4.86, 2.02, -0.49], [0.43, -5.92, 2.44], [2.76, 8.35, 1.36]], "mulliken_charge": [-0.12, -0.44, 0.23, 0.22, -0.09, -0.40, -1.26, -1.01, -1.07, -0.37, -0.71, -1.15, -1.13, -0.40, -0.70, -1.13, -0.24, -1.12, -1.15, -0.08, -1.30, -1.27, 0.57, 1.06, -0.40, -0.83, -0.59, -0.68, -1.39, 0.81, -0.14, -0.76, -0.31, -0.79, -0.26, -0.18, 0.70, 0.29, 0.39, 0.44, 0.52, 0.38, 0.38, 0.53, 0.29, 0.33, -0.14, 0.34, 0.48, 0.26, 0.09, 0.33, 0.36, -1.03, 0.59, 0.33, 0.41, 0.41, 0.34, 0.40, 0.45, 0.31, 0.27, 0.44, 0.35, 0.44, 0.21, 0.02, 0.32, 0.37, 0.28, 0.32, 0.31, -0.13, 0.32, 0.65, 0.29, 0.33, 0.34, 0.59, -0.20, 0.34, 0.35, 0.29, 0.33, 0.16, 0.37, 0.38, 0.31, 0.10, 0.45, 0.28, 0.28, 0.33, 0.32, 0.34, 0.35, 0.43, 0.39], "de_lowest_kj_mol": 0.0, "orbital_gap_ev": 5.56, "charge": 1}

=====

- What is the formula in the third record?
  C32H62AsBN13O2Si3V

=====

- What is the formula in the second record?
  C32H60N2OP3V